# 1
{
  "formula": "C4H3N2O2",
  "method": "the ωB97M-V functional and the def2-TZVPD basis",
  "lumo_ev": 4.27,
  "homo_ha": -0.142,
  "total_charge": -1,
  "orbital_gap_ev": 8.140,
  "de_lowest_ev": 1.8135,
  "energy_ha": -414.1828,
  "smiles": "O=c1cc([O-])n2n1C2",
  "symbols": ["O", "O", "N", "N", "C", "C", "C", "C", "H", "H", "H"],
  "coordinates": [[-0.284166, 1.708569, 1.975250], [0.931338, -2.612492, 0.630400], [1.079323, 0.923256, 0.320062], [1.475731, -0.282422, -0.296997], [0.479293, 0.519302, -0.973313], [-0.063122, -0.663626, 1.602173], [0.153336, 0.713359, 1.413473], [0.622649, -1.467920, 0.809810], [-0.644282, 0.345243, -1.115679], [0.772412, 1.015147, -1.915671], [-0.648251, -1.090451, 2.300633]],
  "atomic_forces_ev_per_a": [[-0.186, -0.314, 0.305], [-0.359, -0.471, 0.109], [-0.278, 1.560, -1.213], [-1.664, -2.484, 1.075], [-0.732, 0.383, -0.508], [0.222, 2.063, -0.108], [-0.198, 0.802, -0.349], [3.183, -0.278, -3.657], [1.492, -0.478, 1.203], [0.518, 0.158, 0.711], [-1.998, -0.941, 2.430]]
}

=====

# 2
{
  "formula": "C4H3N2O5",
  "method": "the ωB97M-V functional and the def2-TZVPD basis",
  "lumo_ev": 3.71,
  "homo_ha": -0.160,
  "total_charge": -1,
  "orbital_gap_ev": 8.075,
  "de_lowest_ev": 5.3872,
  "energy_ha": -639.8904,
  "symbols": ["O", "O", "O", "O", "O", "N", "N", "C", "C", "C", "C", "H", "H", "H"],
  "coordinates": [[-1.743675, 0.969244, -1.779561], [-2.013091, 2.454804, 0.777658], [-1.510380, -1.478060, 0.695950], [-3.931394, 1.764488, 0.261606], [-4.468081, -1.934947, 0.518929], [-2.760166, 1.632783, 0.328004], [-3.263491, -0.502814, -0.878127], [-2.087985, 0.292463, -0.819744], [-3.783236, -1.122012, 0.017343], [0.420024, -0.458430, -0.199529], [-1.064453, -0.658391, -0.073155], [0.994761, -1.036286, -0.924904], [0.506979, 0.532553, -0.420036], [0.692233, -0.732147, 0.789319]],
  "atomic_forces_ev_per_a": [[0.884, -0.054, -0.750], [1.379, 1.477, 0.910], [0.296, -0.214, 0.089], [-3.128, 0.666, 0.267], [0.135, 0.644, 0.977], [1.899, -2.151, -0.408], [-0.592, 0.679, -0.070], [0.240, -0.360, -0.197], [-0.997, -1.846, -1.469], [-1.080, -1.892, -0.023], [-0.369, 0.325, 0.390], [-0.517, -0.189, -0.074], [0.814, 2.884, -0.457], [1.035, 0.031, 0.814]]
}

=====

# 3
{
  "formula": "C4H3N3",
  "method": "the ωB97M-V functional and the def2-TZVPD basis",
  "lumo_ev": 0.04,
  "homo_ha": -0.340,
  "orbital_gap_ev": 9.282,
  "de_lowest_ev": 3.7170,
  "energy_ha": -318.3481,
  "smiles": "C#C/N=C(/N)C#N",
  "symbols": ["N", "N", "N", "C", "C", "C", "C", "H", "H", "H"],
  "coordinates": [[-0.468612, 1.744523, -1.611685], [1.943215, 0.487130, 0.591436], [0.041129, -0.923538, 0.559971], [-2.415857, -1.023843, 0.019106], [-1.202375, -0.846002, 0.037447], [-0.186658, 0.928411, -0.830729], [0.794408, 0.015236, 0.074614], [2.419953, -0.116984, 1.252150], [2.445624, 1.199391, 0.077081], [-3.370826, -1.464324, -0.169391]],
  "atomic_forces_ev_per_a": [[-0.138, -0.989, 0.983], [-0.015, -0.207, -0.765], [1.544, 0.214, -0.636], [1.731, -0.182, -0.442], [-2.489, -1.942, 1.476], [3.810, 0.921, -0.458], [-4.389, 1.761, -0.081], [-0.024, 0.260, -0.246], [0.009, -0.335, 0.228], [-0.040, 0.498, -0.059]]
}

=====

# 4
{
  "formula": "C4H3N3",
  "method": "the ωB97M-V functional and the def2-TZVPD basis",
  "lumo_ev": 0.60,
  "homo_ha": -0.350,
  "orbital_gap_ev": 10.134,
  "de_lowest_ev": 0.0000,
  "energy_ha": -318.4847,
  "smiles": "N#Cc1ncc[nH]1",
  "symbols": ["N", "N", "N", "C", "C", "C", "C", "H", "H", "H"],
  "coordinates": [[0.923865, 0.616145, 0.728273], [-2.056003, 0.358161, 2.627307], [-0.641373, -0.416850, -0.461990], [1.424959, 0.271289, -0.494449], [0.473544, -0.364552, -1.248950], [-1.261964, 0.296620, 1.787009], [-0.317636, 0.188074, 0.717952], [0.502500, -0.771877, -2.247673], [-1.531332, -0.827010, -0.695728], [2.451341, 0.479333, -0.762552]],
  "atomic_forces_ev_per_a": [[-0.199, -0.124, -0.033], [0.783, -0.059, -0.840], [0.032, 0.055, 0.045], [0.105, -0.048, -0.110], [0.110, 0.006, 0.006], [-0.719, 0.074, 0.776], [0.035, -0.019, -0.041], [-0.041, 0.034, 0.136], [0.067, 0.054, 0.036], [-0.172, 0.028, 0.026]]
}

=====

# 5
{
  "formula": "C4H3NO",
  "method": "the ωB97M-V functional and the def2-TZVPD basis",
  "lumo_ev": 0.10,
  "homo_ha": -0.401,
  "orbital_gap_ev": 11.014,
  "de_lowest_ev": 3.9560,
  "energy_ha": -284.0277,
  "symbols": ["O", "N", "C", "C", "C", "C", "H", "H", "H"],
  "coordinates": [[-0.824115, 1.361147, -0.152141], [-1.703250, -1.638192, 1.202357], [-0.337185, 0.079274, -0.224040], [1.676565, -0.135412, -0.370518], [1.120339, 0.024562, 0.739856], [-1.079995, -0.894253, 0.572713], [-0.687884, 1.662845, 0.756349], [2.285639, -0.233441, -1.239117], [-0.450114, -0.226533, -1.285456]],
  "atomic_forces_ev_per_a": [[0.053, 0.112, 0.076], [0.625, 0.698, -0.649], [-0.069, -0.184, 0.202], [0.044, 0.049, 0.986], [-0.070, 0.117, -1.461], [-1.077, -0.980, 0.666], [-0.061, 0.119, -0.006], [-0.081, -0.062, -0.322], [0.636, 0.131, 0.507]]
}

=====

# 6
{
  "formula": "C4H3NO",
  "method": "the ωB97M-V functional and the def2-TZVPD basis",
  "lumo_ev": [-0.29, -0.29],
  "homo_ha": [-0.316, -0.316],
  "orbital_gap_ev": [8.316, 8.315],
  "de_lowest_ev": 4.8781,
  "energy_ha": -283.9938,
  "symbols": ["O", "N", "C", "C", "C", "C", "H", "H", "H"],
  "coordinates": [[-1.042894, 1.187635, -0.676317], [-1.647940, -1.733010, 1.238485], [2.250465, 0.209660, -0.191960], [-0.387760, 0.148183, -0.060885], [1.044945, 0.156478, -0.121972], [-1.096500, -0.860934, 0.657579], [3.318783, 0.238087, -0.274617], [-1.346820, 1.844588, -0.030421], [-1.092282, -1.190687, -0.539890]],
  "atomic_forces_ev_per_a": [[-0.156, -0.024, 0.167], [0.230, 0.637, 0.195], [-0.648, -0.084, 0.024], [-0.178, -0.918, -0.628], [0.339, -0.316, -0.169], [-0.601, -0.470, 1.314], [-0.328, 0.020, 0.067], [0.020, -0.305, 0.012], [1.322, 1.461, -0.982]]
}

=====

# 7
{
  "formula": "C4H3NO",
  "method": "the ωB97M-V functional and the def2-TZVPD basis",
  "lumo_ev": 0.35,
  "homo_ha": -0.395,
  "orbital_gap_ev": 11.093,
  "de_lowest_ev": 2.7269,
  "energy_ha": -284.0729,
  "smiles": "C#C[C@H](O)C#N",
  "symbols": ["O", "N", "C", "C", "C", "C", "H", "H", "H"],
  "coordinates": [[0.235462, -0.967168, -1.491397], [2.150883, -1.217021, 0.634520], [1.379217, -0.538547, 0.116482], [-1.593234, 1.097888, 1.161066], [-0.711940, 0.721785, 0.424801], [0.355279, 0.247320, -0.490908], [-2.402706, 1.386582, 1.809552], [0.715954, 1.111463, -1.080250], [-0.138543, -1.776591, -1.078576]],
  "atomic_forces_ev_per_a": [[-1.992, 1.712, -0.403], [-0.091, 0.150, -0.092], [1.919, 0.555, 2.427], [0.557, -0.384, -0.571], [-0.657, -0.580, -0.213], [-0.227, -1.599, -1.099], [0.426, -0.030, -0.255], [-0.095, -0.830, 0.011], [0.159, 1.007, 0.195]]
}

=====

# 8
{
  "formula": "C4H3NO",
  "method": "the ωB97M-V functional and the def2-TZVPD basis",
  "lumo_ev": -1.20,
  "homo_ha": -0.357,
  "orbital_gap_ev": 8.524,
  "de_lowest_ev": 4.4203,
  "energy_ha": -284.0107,
  "symbols": ["O", "N", "C", "C", "C", "C", "H", "H", "H"],
  "coordinates": [[-1.178668, 1.332700, -0.553509], [-1.537781, -2.118145, 1.726681], [-0.430106, 0.297180, -0.798369], [0.926056, 0.376439, -0.385364], [2.117079, 0.342443, -0.174942], [-1.347940, -1.616669, 0.698961], [3.169352, 0.344300, 0.009544], [-1.115419, -1.041703, -0.298845], [-0.700288, 2.064323, -0.121259]],
  "atomic_forces_ev_per_a": [[0.250, 0.157, -0.052], [0.213, 0.557, -1.098], [0.264, 0.491, -0.387], [0.554, 0.243, -0.041], [-0.434, 0.075, -0.069], [-0.264, -0.567, 0.641], [-0.147, -0.057, 0.010], [-0.397, -0.925, 0.925], [-0.039, 0.026, 0.071]]
}